Formula: C24H24MgN4O5P
Source: the Open Molecules 2025 dataset
Level of theory: the ωB97M-V functional and the def2-TZVPD basis

ORCA input file:
```
! RIJCOSX wB97M-V def2-TZVPD def2/J DEFGRID3
* xyz 1 1
Mg -0.73 -0.31 0.44
C -3.66 1.55 -2.51
C -3.13 2.82 -2.58
C -2.19 3.22 -1.64
C -1.79 2.32 -0.67
N -2.27 1.06 -0.62
C -3.19 0.70 -1.52
C -0.87 2.68 0.45
C -0.49 3.98 0.77
C 0.21 4.17 1.95
C 0.45 3.11 2.81
C 0.04 1.84 2.41
N -0.53 1.66 1.22
C 0.08 0.61 3.26
C 0.73 0.57 4.48
C 0.65 -0.60 5.23
C -0.08 -1.66 4.74
C -0.69 -1.54 3.50
N -0.62 -0.43 2.78
H -4.40 1.20 -3.21
H -3.46 3.51 -3.36
H -1.77 4.22 -1.67
H -3.55 -0.32 -1.45
H -0.76 4.82 0.15
H 0.52 5.17 2.24
H 0.91 3.27 3.77
H 1.30 1.41 4.84
H 1.15 -0.66 6.19
H -0.17 -2.59 5.30
H -1.25 -2.35 3.06
O 0.06 -4.08 -0.27
C 0.00 -2.96 0.20
O -1.05 -2.23 0.38
C 1.33 -2.29 0.58
C 2.45 -3.07 0.80
C 3.65 -2.44 1.11
C 3.68 -1.05 1.16
C 2.52 -0.35 0.91
N 1.36 -0.95 0.63
H 2.37 -4.14 0.72
H 4.54 -3.01 1.30
H 4.59 -0.51 1.38
H 2.50 0.73 0.92
C 0.84 1.54 -3.16
O -0.18 0.56 -3.35
P -0.24 -0.67 -2.30
O 1.10 -1.50 -2.52
C 1.46 -2.15 -3.76
O -1.38 -1.45 -3.12
C -1.90 -2.72 -2.68
H 0.98 2.04 -4.11
H 1.78 1.08 -2.86
H 0.53 2.27 -2.41
H 2.52 -1.98 -3.92
H 0.89 -1.75 -4.59
H 1.27 -3.22 -3.65
H -1.10 -3.45 -2.55
H -2.59 -3.05 -3.46
H -2.42 -2.61 -1.73
*
```

The molar mass comes out at 503.8 u. Its LUMO energy is -3.419 eV. For the energy above the lowest of the compared OMol25 structures with the same formula, charge and spin, the calculation gives 10.1 kcal per mole. The HOMO energy comes out at -11.66 eV. The value obtained for the total energy is -2065.6822 Eh. The largest force on an atom is 0.4 eV Å⁻¹. Its HOMO-LUMO gap is 8.24 eV.